Record 1
{"formula": "C39H82BN2O19PS", "method": "the ωB97M-V functional and the def2-TZVPD basis", "elements": ["S", "P", "O", "O", "O", "O", "O", "O", "O", "O", "O", "O", "O", "O", "O", "O", "O", "O", "O", "O", "O", "N", "N", "C", "C", "C", "C", "C", "C", "C", "C", "C", "C", "C", "C", "C", "C", "C", "C", "C", "C", "C", "C", "C", "C", "C", "C", "C", "C", "C", "C", "C", "C", "C", "C", "C", "C", "C", "C", "C", "C", "C", "B", "H", "H", "H", "H", "H", "H", "H", "H", "H", "H", "H", "H", "H", "H", "H", "H", "H", "H", "H", "H", "H", "H", "H", "H", "H", "H", "H", "H", "H", "H", "H", "H", "H", "H", "H", "H", "H", "H", "H", "H", "H", "H", "H", "H", "H", "H", "H", "H", "H", "H", "H", "H", "H", "H", "H", "H", "H", "H", "H", "H", "H", "H", "H", "H", "H", "H", "H", "H", "H", "H", "H", "H", "H", "H", "H", "H", "H", "H", "H", "H", "H", "H"], "coordinates": [[5.779297, -0.560496, 2.725522], [0.388884, -2.544362, -1.506663], [-2.599131, 1.560460, -5.266041], [0.842653, 6.175429, -0.716708], [4.367303, 6.487459, 5.695220], [-5.582338, 1.660217, -6.060480], [-3.419080, -7.417524, -3.029227], [1.531583, -3.617314, -2.341800], [-4.485856, -0.507580, -4.004763], [2.072893, 5.267575, 4.059705], [-6.212883, -6.383228, -2.286102], [6.023023, -6.245919, 5.447656], [-0.766780, -3.595617, -0.731578], [-0.664678, 1.972344, -0.041970], [2.039424, 8.319740, 4.532762], [3.384187, -4.998532, 4.437118], [-0.237355, -1.613280, -2.639621], [2.633238, 7.252818, -3.116837], [-6.033049, -8.757148, -4.254038], [0.300314, 8.923656, -1.973871], [3.856533, -8.145262, 4.386449], [5.361142, -1.872790, 1.612767], [4.380742, 0.538940, 2.804465], [4.474366, 5.547522, 4.626883], [0.944655, 7.407963, 4.626904], [4.610325, -8.283343, 5.590202], [-3.504836, 0.285082, -3.337249], [1.847127, 9.302282, 3.525366], [2.912071, -2.181853, 0.155347], [2.621083, 8.649242, -2.819228], [1.694676, 8.933129, -1.634820], [3.953396, -1.465887, 1.214027], [-6.390810, 2.827945, -6.061026], [2.609130, -4.039704, 5.142208], [-0.260134, 7.647543, -2.311600], [-6.183844, -6.392060, -3.720803], [4.716280, -4.550325, 4.185404], [3.354041, -0.091440, 1.876860], [-5.411495, -7.375720, -1.630844], [0.935277, 5.972980, 0.684034], [-2.095934, -0.291036, 0.053391], [5.680006, -5.738440, 4.149930], [4.974696, -6.913042, 6.163607], [4.125613, -9.174780, 3.448722], [-6.771080, -9.966002, -4.148222], [-2.359184, -1.462896, 1.169407], [0.809825, -0.199121, 0.491725], [3.347883, 5.747642, 3.611859], [2.853559, 6.989768, -4.495054], [-2.362269, -6.562004, -3.432812], [1.847055, 0.548924, 1.569556], [4.794965, 5.956463, 6.938921], [-3.280516, 0.948970, -6.371068], [1.397516, -1.575637, -0.206234], [-0.419907, 6.707279, -1.115916], [1.434169, 6.034376, 5.090886], [-3.330399, 1.635075, -4.034657], [-4.192499, -1.894607, -3.963037], [-3.907337, -7.114396, -1.723086], [-4.445021, 1.779118, -6.915518], [1.496950, 1.954359, 2.357978], [-6.873619, -7.606615, -4.345871], [-0.652657, 0.486213, 0.183178], [1.023329, 9.964202, 3.793396], [-1.435329, -1.703469, 1.858987], [4.259183, 5.030246, 7.169830], [1.646594, -4.496789, 5.391427], [5.529775, -8.858514, 5.415002], [0.262713, 5.169480, 0.996996], [-6.739065, -5.496534, -4.025556], [1.899059, 9.952474, -1.285145], [3.751939, -10.133362, 3.819382], [-7.055783, -7.420038, -5.409362], [3.985592, -8.827447, 6.305812], [5.366431, -7.066555, 7.175691], [-4.737280, 1.401925, -7.901073], [3.101634, -3.757786, 6.078222], [4.561885, 6.685418, 7.719789], [1.894410, 8.273231, -0.788666], [-4.912479, -2.415296, -4.600192], [2.739165, 5.913842, -4.658785], [-2.730063, 2.276073, -3.378869], [5.044884, -3.838982, 4.953110], [5.441231, 5.714220, 4.141267], [-3.274433, -1.202333, 1.890243], [-2.662094, -5.512109, -3.354802], [-4.282945, 2.147179, -4.174901], [-7.833303, -7.777991, -3.842877], [-6.855053, 2.967452, -7.037570], [-3.377248, -7.762682, -1.017982], [-5.798600, 3.707857, -5.790460], [1.601455, 2.836539, 1.592400], [0.433404, 7.304360, 3.661890], [-0.595868, -3.450889, 0.265759], [-3.855232, 0.442950, -2.312192], [2.438660, -3.159469, 4.521927], [-7.318423, -10.158321, -5.071288], [3.320530, -3.168616, -0.378200], [-7.458936, -9.925393, -3.297711], [0.293255, 7.179724, -3.126567], [1.964692, 5.690847, 0.921014], [-5.672455, -8.378070, -1.972101], [-2.134783, -6.771517, -4.481530], [4.100406, -6.269633, 6.268046], [4.713126, -4.049282, 3.211774], [-1.260477, 7.864354, -2.703577], [-4.131208, 2.825874, -7.011361], [-1.056609, 5.861673, -1.395200], [3.587004, 5.151389, 2.723802], [2.287193, 2.140135, 3.233132], [1.593790, -4.441616, -1.748761], [-4.281636, -2.271112, -2.940199], [-2.527076, 0.866473, -7.163931], [2.767485, 9.888273, 3.441291], [0.704241, 6.895990, 1.225266], [-2.700733, -2.456254, 0.605302], [-5.165278, -6.261593, -4.090716], [-6.063883, -10.782273, -3.971908], [2.068658, 6.101120, 5.976496], [2.110000, 7.506034, -5.110481], [3.613885, -8.928133, 2.514509], [-1.470198, -6.749201, -2.828606], [2.291538, 9.234602, -3.686476], [-2.536578, -0.232864, -3.303878], [-3.189574, -2.090725, -4.355386], [6.626147, -5.390857, 3.717367], [0.430003, 1.836511, 2.824944], [5.322216, -6.539366, 3.500438], [-0.897105, 7.250981, -0.289129], [-5.696004, -7.326861, -0.573486], [-2.941509, 0.537171, 0.208010], [3.645989, 8.936765, -2.562510], [3.281025, 6.783159, 3.276455], [0.242576, 7.816292, 5.361317], [-7.172151, 2.701371, -5.305382], [-0.079309, 2.099084, -0.867207], [-3.705177, -6.066944, -1.460639], [3.860998, 7.291523, -4.782515], [4.441942, 4.516563, 5.005009], [-3.581253, -0.071468, -6.126942], [1.657730, 8.829912, 2.556264], [5.198337, -9.238662, 3.240294], [0.556114, 5.446434, 5.384916], [5.873955, 5.778991, 6.925310], [-2.302229, -0.752240, -1.009289]], "atomic_forces_ev_per_a": [[-3.64, -0.14, -1.87], [-0.92, 1.11, -4.46], [-0.50, -0.15, 0.00], [-0.05, 0.32, 0.31], [-0.18, -0.39, 0.17], [0.08, 0.50, 0.07], [-0.04, 0.43, 0.02], [-2.40, 0.30, 3.72], [0.31, -0.16, -0.16], [0.19, 0.37, 0.14], [0.28, -0.34, -0.25], [-0.47, -0.06, -0.19], [3.18, 2.40, 0.83], [1.14, -3.27, -1.54], [-0.12, -0.08, -0.47], [0.02, 0.24, 0.43], [2.08, -3.37, 4.67], [-0.22, 0.19, -0.39], [-0.37, -0.15, 0.31], [0.31, -0.41, 0.02], [0.41, -0.10, -0.17], [-5.39, 4.57, 0.55], [-1.23, -4.80, -3.82], [-0.24, 0.47, 0.01], [0.62, -0.02, 0.35], [-0.28, 0.42, -0.15], [-0.31, 0.14, -0.36], [0.30, -0.21, 0.35], [-1.59, 1.68, 0.38], [-0.14, -0.53, 0.43], [-0.12, 0.27, -0.26], [-1.12, 1.04, -0.10], [0.14, -0.50, 0.20], [0.08, -0.50, -0.20], [-0.17, 0.15, 0.25], [-0.34, 0.03, 0.14], [-0.23, -0.62, -0.20], [1.79, -0.48, 0.49], [0.06, 0.33, 0.09], [0.11, -0.14, -0.41], [-1.15, 0.18, 0.78], [0.18, 0.26, 0.23], [0.30, -0.18, -0.04], [-0.22, 0.30, 0.16], [0.46, 0.27, 0.01], [-1.00, -0.87, 0.13], [5.04, -0.58, 2.14], [0.02, -0.31, 0.12], [-0.12, -0.17, 0.46], [-0.23, -0.30, -0.05], [0.05, -2.14, -1.91], [-0.09, 0.31, -0.24], [0.19, 0.32, -0.05], [3.83, 0.35, 2.90], [0.42, -0.05, -0.32], [-0.25, -0.07, -0.25], [0.29, -0.19, 0.03], [-0.17, 0.30, -0.09], [-0.22, -0.30, -0.39], [-0.13, -0.53, 0.43], [0.73, -0.97, -0.07], [0.68, 0.00, 0.05], [-0.33, 1.62, -0.93], [-0.15, 0.13, -0.14], [-1.70, 0.51, -1.41], [0.09, -0.10, 0.01], [0.16, 0.02, -0.15], [-0.07, 0.10, -0.02], [-0.05, 0.03, 0.21], [-0.05, -0.16, 0.15], [-0.11, -0.07, -0.18], [0.11, -0.14, -0.08], [-0.18, 0.19, -0.02], [0.13, -0.05, 0.22], [0.09, -0.04, -0.18], [0.19, 0.05, -0.18], [0.03, 0.14, -0.01], [0.07, -0.01, -0.20], [0.10, -0.20, -0.22], [-0.02, 0.15, 0.13], [0.08, 0.17, 0.14], [0.08, -0.15, -0.09], [-0.01, -0.06, 0.01], [0.03, -0.18, -0.19], [2.14, -0.41, -1.57], [0.10, 0.06, 0.09], [-0.12, -0.23, -0.03], [0.07, 0.01, 0.02], [-0.08, 0.20, -0.12], [-0.06, 0.05, 0.25], [0.00, 0.09, -0.11], [-0.54, -1.73, 1.56], [0.05, -0.02, 0.03], [-0.55, -0.42, -2.01], [0.14, 0.16, 0.12], [-0.04, 0.26, 0.04], [-0.20, -0.12, -0.05], [-1.22, 2.51, 1.17], [-0.13, -0.01, -0.05], [0.14, -0.14, 0.20], [-0.14, -0.01, -0.12], [0.21, 0.02, -0.18], [-0.05, -0.10, 0.18], [-0.10, -0.13, -0.22], [0.25, 0.12, -0.01], [0.08, 0.07, 0.17], [0.00, -0.04, 0.05], [-0.24, 0.08, -0.05], [-0.04, -0.09, 0.17], [-1.77, -0.60, -2.02], [-0.06, 1.52, -1.34], [0.11, -0.17, 0.04], [-0.05, 0.17, 0.14], [-0.15, -0.11, 0.14], [-0.10, -0.01, 0.09], [0.87, 2.09, 1.35], [-0.03, -0.30, -0.03], [-0.04, 0.20, -0.12], [0.06, 0.27, -0.13], [0.07, 0.09, -0.08], [-0.03, 0.01, 0.20], [0.11, 0.17, 0.01], [-0.03, -0.04, 0.05], [-0.05, 0.04, -0.07], [0.08, -0.05, 0.14], [-0.10, 0.03, 0.20], [2.04, 0.55, -1.08], [-0.27, 0.12, 0.08], [0.09, -0.01, -0.07], [0.05, 0.16, -0.12], [1.85, -1.69, -0.45], [0.01, 0.27, 0.02], [0.08, 0.08, 0.25], [-0.22, -0.15, -0.01], [0.13, -0.10, -0.17], [-0.94, 0.03, 2.02], [-0.05, -0.07, -0.07], [0.10, 0.07, -0.21], [-0.05, 0.10, -0.02], [-0.26, 0.15, 0.04], [-0.13, 0.04, -0.06], [0.03, -0.12, 0.04], [0.08, 0.05, -0.20], [0.03, -0.14, 0.13], [0.79, 1.04, 1.99]], "homo_energy_ev": -8.842, "spin_multiplicity": 1, "orbital_gap_ev": 6.623}


Record 2
{"formula": "C10H18FNO5", "method": "the ωB97M-V functional and the def2-TZVPD basis", "elements": ["F", "O", "O", "O", "O", "O", "N", "C", "C", "C", "C", "C", "C", "C", "C", "C", "C", "H", "H", "H", "H", "H", "H", "H", "H", "H", "H", "H", "H", "H", "H", "H", "H", "H", "H"], "coordinates": [[-3.004556, 4.314977, -0.577424], [-6.683413, 1.657492, 0.627954], [-4.324536, 2.094327, -0.616898], [3.119784, -0.977431, -0.294643], [4.967980, -2.890656, 0.955649], [-3.052352, 1.657407, -2.424650], [-2.230545, 3.166115, -0.886533], [-3.218511, 2.218999, -1.398701], [3.492193, -1.545540, -1.542124], [2.740780, -1.954324, 0.666736], [3.871455, -2.283492, 1.620127], [0.101766, 0.811872, -0.137269], [-6.068725, 0.576717, -0.018203], [-1.687889, 2.689588, 0.401692], [-0.636262, 1.727367, 0.087349], [6.015546, -1.981651, 0.660454], [-4.555542, 0.755300, -0.169290], [5.638192, -1.035432, 0.267400], [-6.239234, -0.293562, 0.615583], [4.056985, -0.795504, -2.093865], [4.116141, -2.431751, -1.417020], [-4.058033, 0.529706, 0.776566], [-6.597414, 2.453137, 0.096251], [-2.463951, 2.247113, 1.029212], [6.653794, -2.442744, -0.091989], [-1.289468, 3.559409, 0.917957], [3.504569, -3.004009, 2.357277], [2.375905, -2.859162, 0.171295], [1.912062, -1.531601, 1.243851], [4.194780, -1.387566, 2.158748], [2.599213, -1.809397, -2.118705], [-6.502361, 0.366614, -1.001013], [0.867099, 0.171535, -0.521725], [6.612085, -1.789441, 1.558358], [-4.227534, 0.015574, -0.902397]], "atomic_forces_ev_per_a": [[-0.08, -0.03, 0.23], [-0.25, 0.06, 0.30], [0.80, -0.04, 0.24], [0.01, -0.18, -0.04], [-0.04, 0.18, -0.10], [0.22, -0.40, -0.20], [-0.23, 0.12, -0.15], [-0.20, 0.44, 0.05], [-0.05, 0.10, -0.06], [-0.06, 0.30, 0.10], [0.02, -0.31, -0.02], [0.45, 0.23, -0.58], [0.41, -0.09, -0.04], [0.13, 0.14, -0.24], [-0.45, -0.34, 0.46], [0.06, -0.08, 0.05], [-1.14, -0.87, -0.12], [-0.03, 0.00, 0.01], [-0.04, -0.07, -0.06], [-0.05, 0.04, 0.02], [-0.01, -0.01, 0.04], [0.17, 0.52, 0.04], [0.14, 0.00, -0.12], [0.00, 0.00, 0.09], [-0.01, -0.05, 0.04], [0.05, 0.09, -0.07], [-0.02, 0.03, 0.02], [0.07, -0.04, 0.00], [-0.01, -0.03, 0.02], [-0.02, 0.05, -0.05], [0.03, -0.06, -0.03], [-0.10, 0.17, -0.01], [-0.02, -0.15, 0.32], [0.02, 0.07, -0.02], [0.23, 0.21, -0.12]], "homo_energy_ev": -9.508, "spin_multiplicity": 1, "orbital_gap_ev": 10.214}


Record 3
{"formula": "C4H8OS", "method": "the ωB97M-V functional and the def2-TZVPD basis", "elements": ["S", "O", "C", "C", "C", "C", "H", "H", "H", "H", "H", "H", "H", "H"], "coordinates": [[-3.140448, -0.073843, -0.200508], [-1.766042, -0.338298, 0.861002], [-0.563227, -0.115912, 0.144852], [-0.983119, 0.700659, -1.142021], [0.239910, 0.852605, 0.996123], [0.184394, -1.412790, -0.028320], [1.146756, -1.155819, -0.716632], [1.274567, 1.003322, 0.586554], [-1.387366, 1.661867, -0.973181], [0.369198, 0.504484, 1.946011], [-0.329246, -2.134403, -0.550116], [-0.379213, 1.794375, 1.081011], [-0.727946, 0.256918, -2.070200], [0.434874, -1.772567, 0.981014]], "atomic_forces_ev_per_a": [[3.25, 0.43, -0.86], [-1.04, -0.21, 0.13], [-0.58, 1.60, -0.20], [-2.46, -3.28, 2.48], [0.04, 1.97, -2.38], [3.14, 2.28, -0.85], [-1.84, -0.78, 1.92], [-1.01, 0.27, 0.12], [0.35, 1.05, -0.23], [0.22, -1.21, 2.67], [-1.47, -1.65, -1.11], [1.07, -0.74, -0.15], [0.08, 0.22, -1.00], [0.27, 0.03, -0.54]], "homo_energy_ev": [-8.220, -8.122], "de_lowest_kj_mol": 381.1, "spin_multiplicity": 1, "orbital_gap_ev": [7.224, 6.833]}


Record 4
{"formula": "C15H17NPtS2", "method": "the ωB97M-V functional and the def2-TZVPD basis", "elements": ["Pt", "S", "S", "N", "C", "C", "C", "C", "C", "C", "C", "C", "C", "C", "C", "C", "C", "C", "C", "H", "H", "H", "H", "H", "H", "H", "H", "H", "H", "H", "H", "H", "H", "H", "H", "H"], "coordinates": [[-1.405590, -0.172547, -0.721592], [-0.469201, -2.224261, 3.459378], [-2.178385, -0.771175, 1.452262], [0.331726, -1.571144, 1.066563], [-0.287040, 2.587345, -0.859015], [0.359773, 1.118776, -2.710490], [2.118267, -3.364590, 3.685777], [3.342888, -3.644114, 3.066783], [-2.921221, 2.098685, -1.685032], [-0.711231, -1.489010, 1.868341], [-0.920084, 0.319094, -2.511542], [-2.298901, 0.774974, -2.143948], [0.883343, 1.793925, -1.417582], [1.394620, -2.237653, 1.632429], [1.149406, -2.675459, 2.969579], [3.596020, -3.221491, 1.749122], [-2.617621, 2.447289, -0.198462], [-1.193273, 1.978210, 0.060068], [2.634249, -2.521288, 1.030704], [4.106003, -4.197440, 3.612061], [2.787800, -2.177827, 0.009088], [1.714838, 2.488476, -1.636376], [-3.022867, 0.186455, -2.732716], [-2.726721, 3.528298, -0.031649], [-0.894855, 1.895258, 1.109012], [1.239934, 1.040733, -0.701062], [1.892614, -3.667124, 4.706936], [0.260660, 1.856451, -3.519821], [4.558848, -3.447179, 1.287080], [-4.005610, 1.951619, -1.749754], [-0.999296, -0.501924, -3.243165], [1.123451, 0.414599, -3.056983], [-0.031087, 3.493269, -0.251231], [-3.305997, 1.939719, 0.482770], [-0.808241, 3.042581, -1.709748], [-2.697221, 2.928472, -2.367787]], "atomic_forces_ev_per_a": [[0.32, -3.05, 5.57], [0.53, -0.01, -0.52], [-0.60, 0.18, -0.88], [-0.72, 0.33, -0.21], [1.74, 2.89, -0.09], [0.84, -0.25, 0.42], [0.39, -0.16, -0.02], [-0.49, 0.17, 0.17], [-0.82, 0.02, 0.23], [1.69, -0.80, 0.50], [-0.83, 1.38, -2.94], [-0.41, 0.49, -2.79], [-0.06, 0.43, -0.41], [-0.20, -0.33, 0.94], [-0.11, 0.31, -0.62], [-0.23, 0.12, -0.06], [0.66, -0.40, -0.26], [-2.20, -1.30, 1.17], [-0.26, 0.11, 0.06], [-0.18, 0.15, -0.12], [0.12, -0.13, 0.22], [-0.22, -0.45, -0.06], [0.14, 0.18, 0.50], [-0.02, -0.03, -0.04], [0.09, 0.16, -0.25], [-0.07, 0.16, -0.14], [0.27, -0.07, -0.21], [-0.18, -0.01, 0.24], [-0.31, 0.07, 0.14], [0.10, 0.10, -0.17], [0.13, 0.28, 0.28], [-0.04, 0.00, -0.06], [0.90, -0.17, -0.70], [-0.10, 0.05, -0.16], [0.08, -0.25, 0.11], [0.09, -0.18, 0.14]], "homo_energy_ev": [-5.802, -8.493], "de_lowest_kj_mol": 0.0, "spin_multiplicity": 3, "orbital_gap_ev": [6.270, 5.717]}